1.
DFT (ωB97M-V/def2-TZVPD) results for 2 unconnected molecules or ions with the total composition C2H7ClNOPS in a non-equilibrium geometry.

electronic energy: -38370.00643 eV
HOMO (alpha / beta): -9.617 / -9.615 eV
2S+1: 1

Last column: Löwdin charge in e.
Geometry (Å):
C (-0.919, 1.105, -0.510)  -0.107
C (-0.825, -1.464, -0.550)  -0.089
N (-0.087, -0.163, -0.497)  -0.468
O (0.630, 1.214, 2.205)  -0.357
P (1.381, -0.169, 0.260)  0.155
S (2.390, -1.851, 0.434)  0.231
Cl (2.402, 1.318, -0.766)  0.265
H (-1.027, 1.586, 0.497)  0.078
H (-0.545, 1.808, -1.444)  0.126
H (-1.857, 0.709, -0.859)  0.051
H (-1.275, -1.657, 0.352)  0.059
H (-1.530, -1.358, -1.358)  0.088
H (0.022, -2.128, -0.701)  0.022
H (1.240, 1.049, 2.936)  -0.054

***

2.
DFT (ωB97M-V/def2-TZVPD) results for C4H3FO2S in the gas phase in a non-equilibrium geometry.

structure (SMILES): O=C/C(F)=C\OC=S
electronic energy: -21840.81123 eV
HOMO: -9.633 eV
2S+1: 1

Last column: Löwdin charge in e.
Geometry (Å):
O (-1.915, 0.400, -1.046)  0.021
C (-0.947, 1.188, -1.342)  -0.122
C (0.343, 1.202, -0.666)  -0.141
F (1.149, 2.050, -1.524)  -0.011
C (0.606, 0.708, 0.557)  -0.107
O (-0.262, 0.143, 1.473)  -0.099
C (-0.442, -1.233, 1.355)  -0.620
S (0.664, -2.219, 0.659)  0.728
H (-0.959, 1.763, -2.216)  0.106
H (1.543, 1.181, 0.868)  0.145
H (-1.493, -1.427, 1.677)  0.102

***

3.
DFT (ωB97M-V/def2-TZVPD) results for C5H12O in the gas phase.

structure (SMILES): CCCCCO
electronic energy: -7427.00981 eV
HOMO: -10.198 eV
2S+1: 1

Last column: Löwdin charge in e.
Geometry (Å):
C (-2.748, 0.126, -0.377)  -0.124
C (-1.501, -0.415, 0.321)  -0.282
C (-0.195, 0.077, -0.304)  -0.242
C (1.046, -0.269, 0.521)  -0.208
C (2.333, 0.158, -0.180)  -0.293
O (3.493, -0.025, 0.613)  -0.074
H (-2.760, -0.134, -1.441)  0.072
H (-3.663, -0.276, 0.073)  0.068
H (-2.796, 1.219, -0.303)  0.071
H (-1.517, -1.513, 0.306)  0.109
H (-1.529, -0.122, 1.379)  0.107
H (-0.094, -0.348, -1.314)  0.118
H (-0.245, 1.167, -0.440)  0.115
H (0.986, 0.226, 1.502)  0.116
H (1.089, -1.348, 0.721)  0.120
H (2.249, 1.207, -0.508)  0.119
H (2.478, -0.447, -1.082)  0.121
H (3.519, 0.699, 1.255)  0.087

***

4.
DFT (ωB97M-V/def2-TZVPD) results for C19H32N2O5 in the gas phase.

structure (SMILES): CCO[C@H]1CC[C@@H]1C(=O)N[C@@H]1C[C@H](C(=O)NC2(CCOC)CC2)C[C@H]1O
electronic energy: -33439.52710 eV
HOMO: -9.318 eV
2S+1: 1

Last column: Löwdin charge in e.
Geometry (Å):
C (0.895, -2.522, 0.054)  -0.074
C (0.463, -3.267, -1.193)  -0.243
O (-0.942, -3.153, -1.409)  -0.102
C (-1.321, -1.986, -2.090)  -0.321
C (-1.701, -2.061, -3.582)  -0.086
C (-2.873, -1.097, -3.268)  -0.103
C (-2.748, -1.499, -1.788)  -0.162
C (-2.848, -0.452, -0.709)  -0.447
O (-3.221, 0.695, -0.907)  0.062
N (-2.407, -0.880, 0.497)  0.138
C (-2.232, 0.010, 1.625)  -0.233
C (-1.343, 1.234, 1.336)  -0.058
C (-0.407, 1.388, 2.573)  -0.195
C (1.014, 1.023, 2.169)  -0.436
O (1.516, -0.064, 2.394)  0.086
N (1.681, 2.008, 1.500)  0.147
C (2.933, 1.751, 0.838)  -0.459
C (2.860, 0.887, -0.402)  -0.084
C (2.038, 1.498, -1.526)  -0.211
O (0.688, 1.092, -1.394)  -0.225
C (-0.155, 1.720, -2.339)  -0.095
C (3.922, 2.881, 0.879)  -0.066
C (4.133, 1.651, 1.723)  -0.059
C (-0.962, 0.419, 3.618)  -0.082
C (-1.541, -0.713, 2.781)  -0.345
O (-2.369, -1.630, 3.469)  -0.004
H (1.975, -2.595, 0.199)  0.084
H (0.637, -1.463, -0.008)  0.050
H (0.410, -2.943, 0.936)  0.080
H (1.004, -2.904, -2.075)  0.122
H (0.667, -4.334, -1.099)  0.118
H (-0.602, -1.178, -1.907)  0.143
H (-0.960, -1.752, -4.319)  0.103
H (-2.061, -3.063, -3.820)  0.117
H (-2.607, -0.051, -3.407)  0.102
H (-3.826, -1.288, -3.755)  0.108
H (-3.371, -2.364, -1.551)  0.164
H (-2.086, -1.833, 0.581)  0.143
H (-3.217, 0.351, 1.969)  0.160
H (-0.763, 1.069, 0.428)  0.099
H (-1.948, 2.122, 1.171)  0.121
H (-0.404, 2.417, 2.937)  0.142
H (1.144, 2.805, 1.196)  0.152
H (3.880, 0.722, -0.757)  0.126
H (2.448, -0.090, -0.145)  0.104
H (2.103, 2.596, -1.501)  0.127
H (2.417, 1.173, -2.504)  0.125
H (-1.182, 1.445, -2.106)  0.067
H (-0.061, 2.812, -2.284)  0.093
H (0.093, 1.403, -3.360)  0.094
H (4.551, 3.023, 0.011)  0.104
H (3.626, 3.790, 1.384)  0.102
H (3.963, 1.731, 2.786)  0.109
H (4.908, 0.955, 1.433)  0.108
H (-0.207, 0.067, 4.318)  0.127
H (-1.768, 0.901, 4.182)  0.129
H (-0.712, -1.305, 2.386)  0.139
H (-3.124, -1.151, 3.828)  0.094

***

5.
DFT (ωB97M-V/def2-TZVPD) results for C5H7NO in the gas phase.

electronic energy: -8831.08256 eV
HOMO: -9.392 eV
2S+1: 1

Last column: Löwdin charge in e.
Geometry (Å):
C (0.567, 0.418, 1.637)  -0.007
C (-0.027, 0.051, 0.303)  -0.446
N (-1.454, 0.344, 0.094)  0.081
C (-1.017, -1.040, 0.107)  -0.101
C (0.886, -0.403, -2.135)  0.235
C (0.799, 0.246, -0.907)  -0.489
O (1.733, 1.046, -1.121)  0.085
H (1.444, -0.201, 1.854)  0.091
H (-0.179, 0.264, 2.421)  0.088
H (0.875, 1.468, 1.651)  0.088
H (-1.632, 0.677, -0.851)  0.103
H (-1.342, -1.630, 0.959)  0.114
H (0.311, 0.046, -2.952)  0.048
H (-0.961, -1.589, -0.837)  0.110

***

6.
DFT (ωB97M-V/def2-TZVPD) results for a molecular structure, C19H25FN3O13P2S2Zr in a non-equilibrium geometry.

charge: +1
electronic energy: -95446.89367 eV
HOMO: -9.780 eV
2S+1: 1

Last column: Löwdin charge in e.
Geometry (Å):
Zr (-1.263, 0.447, 3.579)  1.954
C (-0.564, -3.918, 6.522)  -0.030
C (-1.173, -2.577, 6.166)  -0.580
O (-2.302, -2.313, 7.036)  -0.039
P (-0.064, -1.134, 6.423)  0.491
O (1.371, -1.516, 5.954)  -0.058
O (-0.017, -1.041, 7.964)  -0.035
O (-0.656, 0.069, 5.720)  -0.364
P (-1.594, -2.389, 4.434)  0.343
O (-2.408, -3.732, 4.231)  -0.081
O (-2.528, -1.150, 4.282)  -0.420
O (-0.390, -2.164, 3.584)  -0.278
H (-0.368, -3.922, 7.577)  0.090
H (0.345, -4.089, 5.960)  0.095
H (-1.310, -4.676, 6.282)  0.092
H (-2.745, -1.521, 6.690)  0.096
H (1.633, -1.192, 5.049)  0.098
H (-0.890, -1.066, 8.372)  0.108
H (-2.805, -3.852, 3.352)  0.111
F (-2.863, 0.005, -2.906)  0.084
C (-1.585, 0.070, -2.510)  -0.183
C (-1.345, -0.163, -1.182)  0.125
C (-0.078, 0.123, -0.628)  -0.042
C (0.098, 0.015, 0.800)  -0.269
O (-0.915, -0.113, 1.529)  -0.127
C (1.452, -0.036, 1.247)  -0.011
C (2.477, 0.186, 0.370)  0.084
N (2.281, 0.524, -0.932)  0.031
C (3.432, 0.750, -1.801)  -0.252
C (3.570, 2.032, -2.572)  -0.097
C (4.524, 1.724, -1.452)  -0.063
C (0.980, 0.499, -1.462)  -0.093
C (0.726, 0.630, -2.825)  0.063
C (-0.554, 0.487, -3.359)  -0.140
N (-0.744, 0.756, -4.744)  -0.082
C (-2.115, 0.842, -5.299)  -0.121
C (-1.951, 1.095, -6.804)  -0.077
N (-0.561, 1.573, -7.065)  0.053
C (0.467, 0.525, -6.774)  -0.076
C (0.024, -0.217, -5.541)  -0.138
C (1.725, -0.136, 2.713)  -0.543
O (2.797, -0.517, 3.105)  0.114
O (0.788, 0.334, 3.513)  -0.205
H (-2.142, -0.418, -0.519)  0.142
H (3.515, 0.162, 0.754)  0.173
H (3.772, -0.137, -2.330)  0.155
H (2.836, 2.789, -2.374)  0.113
H (3.947, 1.982, -3.580)  0.104
H (4.444, 2.274, -0.535)  0.114
H (5.503, 1.410, -1.726)  0.103
H (1.524, 0.849, -3.502)  0.105
H (-2.658, 1.628, -4.797)  0.136
H (-2.691, -0.073, -5.196)  0.127
H (-2.668, 1.848, -7.173)  0.148
H (-2.107, 0.178, -7.389)  0.144
H (-0.390, 2.337, -6.428)  0.177
H (-0.501, 1.901, -8.029)  0.189
H (1.375, 1.088, -6.522)  0.144
H (0.602, -0.114, -7.651)  0.145
H (0.860, -0.556, -4.963)  0.120
H (-0.564, -1.109, -5.757)  0.142
O (-1.090, 2.494, 3.809)  -0.561
S (-2.003, 3.028, 2.638)  0.071
O (-2.991, 3.935, 3.139)  -0.334
O (-2.642, 1.668, 2.339)  -0.542
S (-0.832, 3.584, 1.195)  0.256

***

Which energy relative to the best compared isomer or geometry (same formula, charge and spin) belongs to each record? In order, 311.8; 252.8; 29.1; 353.1; 494.0; 0.0 kJ/mol.
Which M belongs to each record? In order, 159.58; 134.13; 88.15; 368.47; 97.12; 739.72 g/mol.